(1)
Computed, not measured: a structure of composition CHHgLiO3, with ωB97M-V with the def2-TZVPD basis set.

Element x y z (Å)
Hg 2.549086 -2.273441 -1.702988
O -1.667365 0.032041 -0.587833
O -2.552708 -0.255756 1.400270
H -3.230610 0.272584 0.937191
Li 0.322109 -0.387286 -0.594437
C -1.557592 -0.549191 0.511091
O 2.001026 -0.430113 -1.044990

Cartesian forces (eV/Å) of the 2 atoms listed first:
0.18 -0.35 -0.14
0.08 -0.10 0.03

The expectation value of S² is 0.768. The spin multiplicity is 2. For the LUMO energy (alpha / beta), the calculation gives 3.575 / 2.516 eV. Its net charge is -1. As for the HOMO-LUMO gap (alpha / beta): 7.467 / 6.402 eV.

Here are the natural (NBO) charges for atoms 1 to 5, given in e: number 1, Hg, carries 0.404; number 2, O, carries -0.837; number 3, O, carries -0.769; number 4, H, carries 0.433; number 5, Li, carries 0.881



(2)
Computed, not measured: a structure of composition C30H25ClI2N2OPPbS3 at a distorted geometry, with ωB97M-V with the def2-TZVPD basis set.

Element x y z (Å)
H 3.839097 -1.753146 5.485696
P 1.200934 -0.047813 1.677634
H 5.134869 3.000067 2.079727
C -1.787753 -1.408749 -3.631111
S -1.298662 -1.050515 -1.942244
C 2.669160 -1.018521 3.851960
H 3.530255 1.414415 3.041105
H 5.059586 3.559971 -0.325889
H -6.627275 -0.046717 1.810702
I -4.366975 -0.172108 3.251261
H -3.038011 6.003261 -1.856815
C 0.610589 0.042496 4.439814
H -0.752048 -2.827112 -6.504233
C 3.393766 2.284600 -0.726946
C -3.041446 -0.966149 -4.032206
C -3.454809 -1.173405 -5.335639
H 1.959791 -5.192245 -0.556205
S 1.484172 -1.054973 -2.868357
H -4.419314 -0.809537 -5.653496
C -3.426625 3.891030 -1.995836
C -2.785375 5.021103 -1.488905
C 2.483906 1.396582 -0.193602
C -5.834470 -0.785265 1.810610
C -1.833087 4.879926 -0.501169
H 3.863815 -3.623675 -0.488374
C 2.906327 -3.333762 -0.081170
H 3.360798 -1.363660 3.097098
H -0.020348 -2.492382 -4.197388
C -0.970641 -2.093560 -4.516033
C -1.395800 -2.299773 -5.817655
H -1.318244 5.723803 -0.067172
H -3.682341 -0.474929 -3.315288
I -5.066533 -0.937896 -0.182470
C 4.395535 2.542029 1.439940
H -2.948416 -1.983569 -7.253933
S -0.440559 3.281440 1.260906
C 2.033885 -0.820973 6.154829
C 0.608580 -3.848744 0.415928
H -4.185732 3.980822 -2.756620
C -1.554020 3.594539 -0.038624
H 3.577051 -1.370906 0.458388
N 0.304450 -0.927055 -1.862690
C 2.751813 -2.068491 0.459371
H 0.143306 0.135963 6.517965
H 2.234487 -0.991370 7.200761
H -0.223078 -4.537796 0.396950
C 1.505271 -0.357520 3.456202
O 2.717617 -0.772708 -2.166684
C 2.934354 -1.244337 5.189864
C 2.543354 1.056066 1.155899
H -6.202763 -1.760640 2.106509
C 1.516676 -1.694953 0.971725
C 1.837906 -4.215455 -0.112908
Pb -1.361009 0.870266 1.222158
Cl -0.886064 0.832772 4.035816
C 0.448256 -2.588891 0.958046
C 3.492156 1.643673 1.984764
C 0.863153 -0.183571 5.781505
C 4.352647 2.859583 0.091835
H 1.714061 0.959455 -0.814500
C -3.067779 2.656474 -1.494513
N -2.152823 2.507255 -0.542690
H -0.508199 -2.286207 1.368450
C -2.630319 -1.830561 -6.234497
H -3.526699 1.741049 -1.841714
H 3.335595 2.531004 -1.775841

Cartesian forces (eV/Å) of the 2 atoms listed first:
0.07 -0.04 -0.02
1.11 -0.34 0.45

For the LUMO energy, the calculation gives -3.179 eV. Its net charge is +1. As for the HOMO-LUMO gap: 7.447 eV.

Here are the natural (NBO) charges for atoms 1 to 5, given in e: number 1, H, carries 0.233; number 2, P, carries 0.838; number 3, H, carries 0.225; number 4, C, carries -0.123; number 5, S, carries 0.595



(3)
Computed, not measured: a structure of composition C22H42LaNOP3S at a distorted geometry, with ωB97M-V with the def2-TZVPD basis set.

Element x y z (Å)
H 2.367094 -1.121858 3.349576
H -1.324507 2.643930 -2.848602
C 3.831803 -0.212370 0.055841
C -0.948079 1.823586 -6.147463
H 0.943831 -2.411488 6.205273
C 0.016803 0.572009 3.947144
H -1.310474 2.092847 -7.135724
H 1.091561 -4.187666 1.022615
H 1.912126 4.505543 0.283445
C -4.474139 -0.500352 0.520670
C 1.520217 -4.073774 0.013405
H -0.626645 -4.863491 -1.713742
H 2.376996 1.293306 3.114684
H -2.727319 2.714253 0.400887
H -3.596308 -0.543346 -2.508788
C -0.037207 1.128562 -3.647558
C 2.808335 -1.364493 2.376697
P 0.530557 -2.829933 -0.913676
C 0.650572 0.812485 5.165070
H 2.570917 -3.757057 0.087272
S -1.186048 -1.275365 2.206128
C -1.415137 2.515266 -5.032488
H -0.195344 -2.697006 4.192338
C 2.711835 1.406365 2.075901
H 0.387875 0.320330 -6.901857
C -0.303949 -0.742413 3.585012
H 1.166825 -0.396902 -4.630660
H -4.280874 -1.575897 0.430450
H 3.903759 -1.378383 2.469424
C -3.634791 2.109077 0.274932
N 0.069817 -1.747463 4.455044
H -4.119735 1.990864 1.252817
H -4.872990 0.634019 -2.102270
H 3.867746 0.651532 -0.621527
H 1.628128 -0.070634 6.906954
La -0.249910 -0.089119 -0.196747
H -2.128713 3.332833 -5.143658
H 2.363589 -2.299789 -2.447404
C 0.831887 4.534996 0.447052
C 0.738091 -1.524030 5.625509
H -5.462605 -0.270076 0.097457
H 0.207755 4.470164 -0.451034
H 2.195408 2.275132 1.645161
H 2.459677 -2.361744 2.080245
H 1.057591 0.101651 -2.298140
P 2.346804 -0.111776 1.122244
H -1.473582 -4.081693 -0.354183
H -0.259975 1.383521 3.272222
H -0.806804 4.578274 1.817369
H 3.823682 -1.135519 -0.541581
C 0.010052 0.818862 -6.011377
C 0.278993 4.520101 1.670047
H 1.490992 -5.057136 -0.482392
C 1.368193 -2.759137 -2.561362
H -4.319200 2.622755 -0.410015
H 4.714432 -0.206330 0.711264
H 0.830849 1.830074 5.501543
H -1.587359 -3.378366 -2.005516
C -0.927027 -3.891592 -1.290643
H 3.795836 1.586613 2.061885
H -3.257172 1.196273 -2.684215
C 0.470435 0.435464 -4.745328
P -3.174492 0.455611 -0.347059
C -3.788523 0.449649 -2.073842
H 0.758900 -2.174276 -3.273196
H 0.881627 4.582844 2.585638
O 0.316411 0.754919 -2.318056
H -4.459593 -0.221639 1.581751
C -0.944853 2.168473 -3.757234
C 1.076207 -0.240947 5.984067
H 1.519154 -3.759123 -2.997673

Cartesian forces (eV/Å) of the 2 atoms listed first:
0.14 0.00 -0.25
0.19 0.08 -0.35

For the LUMO energy, the calculation gives -9.504 eV. Its net charge is +3. As for the HOMO-LUMO gap: 7.312 eV.

Here are the Mulliken charges for atoms 1 to 5, given in e: number 1, H, carries 0.140; number 2, H, carries 0.631; number 3, C, carries -1.418; number 4, C, carries -0.634; number 5, H, carries 0.444



(4)
Computed, not measured: an isolated molecule of C10H11FO3S at a distorted geometry, with ωB97M-V with the def2-TZVPD basis set.

Element x y z (Å)
H 1.276913 -0.444030 -4.662714
O 0.399619 -1.565810 2.948695
H -0.379239 0.655619 4.788001
C -0.368038 0.643268 -1.140080
C -0.008889 1.039216 -3.477635
C -0.721858 -0.210588 1.131359
C 0.770945 -0.121590 -3.647523
C 0.934748 -0.920541 -2.486975
H -1.650366 -0.066467 3.587203
H 0.975219 -3.039410 0.620940
C -0.864368 0.593804 3.723844
C -0.555582 1.439260 -2.282815
O 0.354925 -2.678740 0.015178
H 0.066438 1.650653 0.628320
C 0.420745 -0.551488 -1.272854
H 1.448954 -1.877978 -2.496203
H -1.569377 1.640554 0.429766
O 1.411495 0.661440 2.480499
H -1.156343 2.284120 -2.274165
H -1.622081 -0.725624 1.027582
C -0.721850 0.922349 0.221010
H -0.106951 1.782127 -4.203427
F 1.893441 -1.179509 0.492839
H -1.169325 1.633507 3.357779
C 0.676531 -1.376236 -0.066611
S 0.264293 -0.187905 2.557987

Cartesian forces (eV/Å) of the 2 atoms listed first:
-1.28 0.87 2.26
0.19 -0.29 0.17

For the LUMO energy, the calculation gives 0.652 eV. As for the HOMO-LUMO gap: 9.596 eV.

Here are the natural (NBO) charges for atoms 1 to 5, given in e: number 1, H, carries 0.234; number 2, O, carries -0.966; number 3, H, carries 0.257; number 4, C, carries 0.059; number 5, C, carries -0.179



(5)
Computed, not measured: an isolated molecule of C20H23N5O2 at a distorted geometry, with ωB97M-V with the def2-TZVPD basis set.

Element x y z (Å)
H -0.226753 4.226322 0.883100
C -0.596078 -1.919153 3.278055
C 0.625333 -0.636379 1.659351
C 2.982530 -2.729998 -0.182203
H 0.617007 0.172621 -1.935737
H 1.637232 0.349554 0.237734
H -2.680460 2.567524 -2.195439
C -1.397852 -0.911534 -0.802276
H -4.516442 0.624902 0.723927
O 2.319897 -1.597620 0.349546
H 2.244750 -3.480048 -0.490831
H 0.425630 1.413378 -3.173407
C 0.283080 1.726466 0.969245
H 3.102153 -1.894834 -2.151359
H 1.684290 -3.864526 1.730349
H 2.193125 1.687882 -1.110178
H 3.646119 -3.164648 0.578275
C -0.351577 -0.714693 2.637083
H 4.347248 -3.100281 -1.795984
C -3.278333 -1.143147 0.683013
H -1.088092 3.171332 -2.710455
H 0.348969 4.514922 -0.772573
O -0.484816 2.057463 1.849784
H 4.469081 -1.474652 -1.104374
N 0.905927 0.509020 0.913968
C -2.164285 -1.683886 0.074076
H 1.421205 3.066332 -1.874894
H -3.871592 -1.715539 1.375721
H -2.142668 3.010980 0.150884
N 0.399279 -2.252488 -2.022693
C 3.781651 -2.267282 -1.389544
C 1.375148 -1.783421 1.325087
C -1.764705 0.450547 -0.991983
C 0.132835 -3.043357 2.947729
N -1.073074 1.352021 -1.737603
C -1.635005 2.683647 -1.899584
H -0.916645 0.168563 2.882458
H -1.873465 -2.709327 0.252231
C -1.591528 3.537184 -0.627493
N 0.627489 2.595062 -0.049831
C 1.224722 2.165268 -1.290067
C 0.310534 1.201723 -2.103962
C 1.120653 -2.977907 1.973958
H -2.089691 4.486916 -0.823653
C -0.373649 -1.596945 -1.477190
C -0.172149 3.806878 -0.123425
C -3.620362 0.156288 0.338201
N -2.898802 0.912734 -0.458091
H -1.361815 -1.970602 4.036775
H -0.056050 -3.983264 3.444280

Cartesian forces (eV/Å) of the 2 atoms listed first:
0.03 0.08 -0.16
0.05 -0.15 0.01

As for the SMILES: CCOc1ccccc1NC(=O)N1CCCN(c2ncccc2C#N)CC1. For the LUMO energy, the calculation gives 0.481 eV. As for the HOMO-LUMO gap: 8.476 eV.

Here are the natural (NBO) charges for atoms 1 to 5, given in e: number 1, H, carries 0.234; number 2, C, carries -0.224; number 3, C, carries 0.188; number 4, C, carries -0.061; number 5, H, carries 0.236